# 1
The following is a DFT calculation (ωB97M-V with the def2-TZVPD basis set) of C19H19ClN2O6 in the gas phase.

Values from the calculation:
ΔE to the lowest compared entry with this formula, charge and spin, kJ/mol: 5.3
Highest occupied orbital energy, eV: -8.13
Gap between HOMO and LUMO, eV: 8.34
Strongest force on any atom, hartree/bohr: 0.02609
Structure (SMILES): CCOC(=O)C(=O)/C(=C\N(C)C)c1onc(-c2ccccc2Cl)c1C(=O)OC

The geometry in ORCA input format:
```
! RIJCOSX wB97M-V def2-TZVPD def2/J DEFGRID3
* xyz 0 1
C -2.70 1.48 -3.62
C -2.28 0.24 -2.83
H -2.94 -0.60 -3.04
H -1.25 -0.02 -3.06
O -2.41 0.46 -1.42
C -1.42 1.10 -0.83
O -0.42 1.51 -1.38
C -1.71 1.36 0.66
O -2.85 1.53 1.04
C -0.52 1.45 1.49
C -0.40 2.22 2.63
N -1.13 3.25 3.04
C -2.11 3.89 2.21
H -1.70 4.05 1.21
H -3.01 3.26 2.09
H -2.39 4.84 2.66
C -0.93 3.82 4.35
H -0.64 4.87 4.26
H -0.14 3.29 4.88
H -1.85 3.75 4.93
H 0.46 2.00 3.26
C 0.61 0.63 1.14
C 0.73 -0.57 0.47
C 2.13 -0.81 0.45
N 2.77 0.15 1.06
O 1.84 1.05 1.49
C 2.80 -1.99 -0.10
C 2.33 -3.26 0.22
C 2.94 -4.39 -0.30
C 4.03 -4.26 -1.15
C 4.51 -3.01 -1.47
C 3.91 -1.88 -0.95
Cl 4.52 -0.33 -1.38
H 5.36 -2.90 -2.13
H 4.50 -5.14 -1.55
H 2.56 -5.37 -0.04
H 1.49 -3.35 0.89
C -0.35 -1.44 -0.01
O -1.39 -1.61 0.57
O -0.02 -2.03 -1.17
C -0.96 -2.97 -1.68
H -0.76 -3.96 -1.26
H -1.98 -2.66 -1.42
H -0.82 -2.99 -2.76
H -2.67 1.25 -4.68
H -2.02 2.30 -3.41
H -3.71 1.77 -3.35
*
```



# 2
The following is a DFT calculation (ωB97M-V with the def2-TZVPD basis set) of 2 unconnected molecules or ions with the total composition C10H16O.

Values from the calculation:
ΔE to the lowest compared entry with this formula, charge and spin, kJ/mol: 178.3
Highest occupied orbital energy, eV: -8.27
Gap between HOMO and LUMO, eV: 9.14
Strongest force on any atom, hartree/bohr: 0.04581
Structure (SMILES): Cc1ccc(O)cc1.CCC

The geometry in ORCA input format:
```
! RIJCOSX wB97M-V def2-TZVPD def2/J DEFGRID3
* xyz 0 1
C 0.71 -0.32 2.98
C 1.59 -0.85 1.81
C -0.77 -0.78 2.67
H 0.99 -0.71 3.96
H 0.82 0.74 2.86
H 1.06 -1.56 1.16
H -0.80 -0.58 1.61
H -0.93 -1.82 2.86
H 2.53 -1.29 2.11
H 1.66 -0.02 1.10
H -1.54 -0.20 3.22
C -2.00 1.85 -0.54
C 0.86 -0.47 -2.51
C -0.47 -0.72 -2.85
C 1.38 0.45 -1.61
C -1.45 0.07 -2.27
C 0.33 1.12 -0.94
C -0.99 0.97 -1.26
O 1.59 -1.51 -3.05
H -0.73 -1.68 -3.32
H 2.53 -1.52 -2.82
H 2.43 0.67 -1.44
H -2.50 0.00 -2.45
H 0.68 1.80 -0.16
H -2.04 1.73 0.54
H -3.04 1.70 -0.85
H -1.89 2.93 -0.81
*
```



# 3
The following is a DFT calculation (ωB97M-V with the def2-TZVPD basis set) of 2 unconnected molecules or ions with the total composition C5H11NO.

Values from the calculation:
ΔE to the lowest compared entry with this formula, charge and spin, kJ/mol: 317.2
Highest occupied orbital energy (spin up / spin down), eV: 0.97 / -4.60
Gap between HOMO and LUMO (spin up / spin down), eV: 2.91 / 8.35
Strongest force on any atom, hartree/bohr: 0.08379

The geometry in ORCA input format:
```
! RIJCOSX wB97M-V def2-TZVPD def2/J DEFGRID3
* xyz -1 2
N 1.44 0.20 -0.32
C 0.06 0.42 -0.17
C -0.44 1.54 0.38
C 0.70 2.26 1.14
C 0.94 1.79 2.39
C -0.79 -0.74 -0.51
H 1.69 -0.74 -0.35
H 2.02 0.94 -0.22
H -1.38 1.93 0.25
H 1.40 2.84 0.57
H 1.86 1.47 2.92
H 0.16 1.48 3.08
H -0.69 -1.66 0.20
H -1.81 -0.57 -0.33
H -0.47 -1.15 -1.51
H -1.00 -3.03 -2.95
H -2.03 -3.27 -1.89
O -1.67 -3.70 -2.67
*
```



# 4
The following is a DFT calculation (ωB97M-V with the def2-TZVPD basis set) of a molecular structure, C15H30N2NbO6S.

Values from the calculation:
Highest occupied orbital energy, eV: -5.43
Gap between HOMO and LUMO, eV: 7.60
Strongest force on any atom, hartree/bohr: 0.04393

The geometry in ORCA input format:
```
! RIJCOSX wB97M-V def2-TZVPD def2/J DEFGRID3
* xyz -1 1
C -1.05 -0.41 5.11
C -0.52 -1.72 4.50
C -0.32 -1.54 3.01
C -0.11 -2.84 2.24
C -0.18 -2.73 0.70
C 0.10 -1.34 0.14
C 0.58 -1.37 -1.33
Nb 0.03 0.45 -2.53
C 1.03 1.80 -0.99
C 2.47 2.33 -1.25
C 3.50 1.75 -0.27
S 4.60 0.52 -0.95
O 5.94 1.01 -0.92
O 4.18 0.03 -2.22
O 4.49 -0.70 0.08
O -0.33 2.01 -3.89
C -0.08 3.18 -3.50
N 0.04 4.29 -3.12
N -1.97 0.59 -1.70
C -2.81 1.52 -2.40
C -3.10 2.80 -1.64
O -3.30 1.35 -3.48
C -2.69 -0.65 -1.65
C -3.31 -1.06 -0.32
O -2.89 -1.38 -2.60
H -1.55 -0.57 6.06
H -0.21 0.26 5.28
H -1.71 0.07 4.40
H 0.42 -1.94 4.99
H -1.23 -2.53 4.67
H 0.56 -0.92 2.86
H -1.13 -0.97 2.56
H -0.84 -3.56 2.60
H 0.86 -3.26 2.52
H 0.56 -3.38 0.26
H -1.16 -3.07 0.41
H -0.74 -0.67 0.31
H 0.91 -0.92 0.73
H 0.17 -2.26 -1.79
H 1.66 -1.49 -1.33
H -0.46 -0.71 -3.86
H 1.67 0.29 -3.29
H 1.12 1.21 -0.08
H 0.37 2.63 -0.72
H 2.78 2.11 -2.27
H 2.51 3.41 -1.15
H 3.03 1.30 0.60
H 4.14 2.54 0.10
H 3.95 -1.35 -0.39
H -4.17 2.93 -1.54
H -2.70 3.65 -2.17
H -2.67 2.76 -0.65
H -3.21 -2.13 -0.26
H -4.36 -0.81 -0.39
H -2.85 -0.57 0.53
*
```



# 5
The following is a DFT calculation (ωB97M-V with the def2-TZVPD basis set) of a molecular structure, C24H58N7OReS2SeSi.

Values from the calculation:
ΔE to the lowest compared entry with this formula, charge and spin, kJ/mol: 84.1
Highest occupied orbital energy (spin up / spin down), eV: -14.70 / -14.70
Gap between HOMO and LUMO (spin up / spin down), eV: 4.83 / 5.59
Strongest force on any atom, hartree/bohr: 0.02864

The geometry in ORCA input format:
```
! RIJCOSX wB97M-V def2-TZVPD def2/J DEFGRID3
* xyz 3 2
Re -0.18 0.84 -0.65
N -0.27 -1.39 -0.69
C -1.64 -1.89 -0.49
C -2.29 -1.11 0.66
N -2.10 0.35 0.51
C -3.22 1.04 -0.18
C -3.17 0.79 -1.68
N -1.79 1.03 -2.18
H 0.28 -1.70 0.12
H 0.14 -1.84 -1.51
H -2.20 -1.78 -1.42
H -1.65 -2.95 -0.24
H -3.36 -1.36 0.72
H -1.80 -1.44 1.58
H -2.05 0.75 1.44
H -4.19 0.72 0.22
H -3.10 2.11 0.02
H -3.47 -0.23 -1.91
H -3.89 1.45 -2.17
H -1.59 0.42 -2.97
H -1.74 1.99 -2.55
C 2.00 1.89 2.82
C 3.13 2.05 1.79
C 2.83 0.97 0.73
O 1.49 0.52 0.94
C 1.25 0.65 2.35
H 1.34 2.76 2.81
H 2.38 1.75 3.82
H 4.11 1.88 2.23
H 3.13 3.04 1.34
H 3.50 0.11 0.86
H 2.90 1.37 -0.28
H 1.64 -0.26 2.83
H 0.17 0.71 2.51
C 0.41 5.81 2.61
Si 0.20 5.95 0.74
C 1.76 6.03 -0.32
C -1.52 6.35 0.08
Se -0.21 3.11 -0.02
H 0.19 6.76 3.09
H 1.42 5.53 2.90
H -0.28 5.08 3.04
H 2.13 7.05 -0.41
H 1.58 5.65 -1.32
H 2.56 5.43 0.13
H -1.74 7.41 0.12
H -2.28 5.83 0.66
H -1.62 6.04 -0.96
C -1.71 -0.72 7.40
C -0.31 -1.19 7.03
C -0.21 -2.71 6.86
C -0.99 -3.27 5.67
N -0.40 -2.90 4.39
C 0.53 -3.49 3.64
S 0.91 -2.68 2.18
N 1.18 -4.62 3.86
C 1.04 -5.63 4.89
C 0.04 -6.72 4.50
C 0.40 -7.36 3.16
C -0.20 -8.75 3.00
H -1.70 0.32 7.70
H -2.10 -1.29 8.24
H -2.41 -0.82 6.57
H 0.37 -0.90 7.83
H 0.03 -0.68 6.13
H -0.60 -3.18 7.77
H 0.84 -2.99 6.77
H -2.00 -2.86 5.67
H -1.07 -4.35 5.74
H -0.65 -1.98 4.07
H 1.78 -4.90 3.09
H 0.78 -5.17 5.84
H 2.03 -6.09 5.01
H -0.97 -6.30 4.45
H 0.04 -7.48 5.28
H 1.49 -7.45 3.08
H 0.06 -6.72 2.34
H 0.26 -9.44 3.70
H -0.03 -9.13 2.00
H -1.27 -8.74 3.19
C 2.99 1.13 -5.22
N 3.39 0.43 -4.04
C 4.65 -0.31 -4.01
C 4.68 -0.91 -2.59
N 3.34 -0.60 -2.10
C 2.72 0.28 -2.91
S 1.33 1.20 -2.59
H 3.19 0.51 -6.09
H 3.54 2.06 -5.33
H 1.92 1.35 -5.17
H 5.49 0.37 -4.19
H 4.66 -1.08 -4.78
H 5.44 -0.42 -1.96
H 4.87 -1.98 -2.59
H 3.07 -0.79 -1.15
*
```



# 6
The following is a DFT calculation (ωB97M-V with the def2-TZVPD basis set) of a molecular structure, C37H35GeMnN4O6.

Values from the calculation:
ΔE to the lowest compared entry with this formula, charge and spin, kJ/mol: 45.4
Highest occupied orbital energy (spin up / spin down), eV: -9.04 / -9.04
Gap between HOMO and LUMO (spin up / spin down), eV: 7.35 / 8.37
Strongest force on any atom, hartree/bohr: 0.01511

The geometry in ORCA input format:
```
! RIJCOSX wB97M-V def2-TZVPD def2/J DEFGRID3
* xyz 0 5
Mn -0.22 0.25 0.06
O 2.76 2.49 1.35
C 1.75 2.09 0.83
O 1.35 0.84 0.89
C 0.85 3.00 0.03
C 1.09 4.39 0.08
C 0.23 5.21 -0.59
C -0.84 4.65 -1.32
C -1.76 5.45 -2.03
C -2.77 4.87 -2.75
C -2.90 3.47 -2.78
C -2.04 2.67 -2.09
C -0.99 3.24 -1.33
N -0.12 2.44 -0.64
H 1.93 4.75 0.65
H 0.36 6.28 -0.58
H -1.64 6.53 -2.00
H -3.47 5.49 -3.29
H -3.71 3.02 -3.34
H -2.15 1.60 -2.09
C 1.56 -1.12 2.94
O 0.78 -1.66 1.86
C 1.55 -2.58 1.12
C 2.10 -1.83 -0.07
O 1.04 -1.26 -0.87
C 0.48 -2.21 -1.80
H 1.75 -1.89 3.69
H 0.98 -0.32 3.38
H 2.50 -0.71 2.57
H 0.92 -3.43 0.82
H 2.37 -2.97 1.72
H 2.70 -2.47 -0.73
H 2.71 -1.00 0.28
H 1.30 -2.79 -2.24
H -0.03 -1.65 -2.57
H -0.22 -2.88 -1.30
O -2.98 1.90 0.64
C -2.65 0.94 1.29
O -1.37 0.59 1.44
C -3.69 0.04 1.95
C -3.30 -0.69 3.23
Ge -2.93 0.45 4.79
C -1.89 -0.60 6.07
C -2.00 -1.99 6.08
C -1.29 -2.76 6.99
C -0.45 -2.14 7.91
C -0.33 -0.76 7.91
C -1.05 0.00 7.00
C -4.62 1.03 5.58
C -4.62 2.05 6.53
C -5.80 2.46 7.13
C -7.00 1.86 6.79
C -7.02 0.84 5.85
C -5.83 0.43 5.25
C -1.93 2.06 4.31
C -0.54 2.09 4.32
C 0.15 3.22 3.91
C -0.54 4.34 3.48
C -1.93 4.33 3.46
C -2.62 3.20 3.88
H -3.94 -0.70 1.18
H -4.58 0.66 2.09
H -2.42 -1.31 3.04
H -4.10 -1.38 3.50
H -2.65 -2.49 5.37
H -1.40 -3.83 6.99
H 0.11 -2.74 8.62
H 0.32 -0.27 8.63
H -0.94 1.08 7.02
H -3.69 2.54 6.80
H -5.78 3.26 7.87
H -7.92 2.18 7.26
H -7.95 0.37 5.58
H -5.87 -0.36 4.51
H 0.02 1.22 4.65
H 1.24 3.22 3.93
H -0.01 5.22 3.17
H -2.48 5.20 3.12
H -3.70 3.20 3.86
N -1.61 -0.42 -1.11
C -2.54 -1.03 -1.48
N -3.56 -1.58 -1.97
C -3.74 -2.90 -1.89
N -3.95 -4.03 -1.85
*
```



# 7
The following is a DFT calculation (ωB97M-V with the def2-TZVPD basis set) of a gas-phase ion, C7H11O (charge -1).

Values from the calculation:
ΔE to the lowest compared entry with this formula, charge and spin, kJ/mol: 34.0
Highest occupied orbital energy, eV: -1.25
Gap between HOMO and LUMO, eV: 5.30
Strongest force on any atom, hartree/bohr: 0.04549

The geometry in ORCA input format:
```
! RIJCOSX wB97M-V def2-TZVPD def2/J DEFGRID3
* xyz -1 1
C 2.00 -0.67 -0.60
O 1.48 0.43 0.12
C 1.09 -0.91 -1.84
C 0.12 0.26 -1.80
C -0.03 0.65 -0.28
C -0.95 -0.08 0.52
C -1.68 0.56 1.58
C -2.39 -0.04 2.56
H 2.97 -0.29 -0.99
H 2.27 -1.48 0.09
H 0.61 -1.86 -1.99
H 1.76 -0.75 -2.69
H -0.84 -0.10 -2.16
H 0.52 1.13 -2.31
H -0.06 1.74 -0.29
H -0.91 -1.16 0.43
H -1.52 1.63 1.48
H -2.34 -1.11 2.72
H -3.18 0.45 3.14
*
```



# 8
The following is a DFT calculation (ωB97M-V with the def2-TZVPD basis set) of C4H5NS in the gas phase.

Values from the calculation:
ΔE to the lowest compared entry with this formula, charge and spin, kJ/mol: 443.2
Highest occupied orbital energy, eV: -7.99
Gap between HOMO and LUMO, eV: 7.00
Strongest force on any atom, hartree/bohr: 0.10251

The geometry in ORCA input format:
```
! RIJCOSX wB97M-V def2-TZVPD def2/J DEFGRID3
* xyz 0 1
C 1.84 0.89 0.54
C -1.66 -0.45 0.09
C 0.95 0.24 -0.10
C -0.64 -1.37 0.24
N 0.63 -1.11 0.19
S -2.55 0.82 -0.33
H 2.30 1.87 0.14
H 2.44 0.37 1.29
H 0.45 0.58 -0.95
H -0.84 -2.44 0.54
H -2.92 0.58 -1.65
*
```